# 1
Molecular formula: C23H43F7InO3
Method: DFT, wB97M-V/def2-TZVPD

Its molar mass is 615.398 g/mol. Its largest force on an atom is 0.0573 hartree/bohr. Its total charge is -1.

Each line ends with the Löwdin charge.
Geometry (Å):
C1 1.706072 2.758862 4.189208  -0.12
H1 4.505122 -2.984507 -2.378221  0.03
F1 3.130124 -0.597346 1.713440  0.07
H2 3.370739 4.187043 1.398782  0.10
In1 5.650887 -1.246981 -0.456715  0.53
H3 -4.445914 -2.372090 -0.104852  0.08
H4 1.099317 1.733236 -0.236348  0.10
H5 -2.350966 -1.370500 2.138891  0.11
H6 -1.096233 1.852008 -0.857428  0.09
C2 -1.003237 2.440235 0.114111  -0.18
H7 -0.760996 -0.592599 1.648716  0.10
F2 5.944134 -1.555407 3.049807  0.07
H8 -2.562554 0.351523 -0.468467  0.10
H9 1.411677 1.817603 3.611506  0.06
C3 -6.122474 -0.507289 -2.134507  -0.59
H10 0.570823 1.735943 1.512543  0.08
H11 0.535692 4.547007 0.937363  0.10
H12 2.868910 4.595472 3.666764  0.10
H13 -8.740195 -0.309670 -3.339583  0.08
F3 6.218277 -3.685093 1.222637  -0.07
C4 -1.571351 -2.136509 0.178667  -0.22
O1 -6.610708 0.729808 -1.960501  0.03
C5 1.290455 3.745594 0.670003  -0.20
C6 -0.013807 -2.406189 -0.132465  -0.19
H14 -2.880610 2.409321 1.305463  0.10
H15 -5.841259 -2.936064 -1.039080  0.10
C7 2.470136 3.571501 1.745666  -0.21
H16 1.773864 4.050253 -0.321193  0.11
H17 1.077838 4.681043 3.171747  0.10
C8 0.613275 -1.064420 -0.785584  -0.19
H18 -1.469721 1.629701 2.191893  0.10
H19 0.156416 -3.283762 -0.828164  0.11
H20 5.876646 -1.969512 -3.158150  0.02
C9 0.544556 2.340478 0.553641  -0.21
C10 2.333285 -1.426197 -2.827713  -0.21
C11 5.070267 -2.818010 1.104351  -0.36
H21 2.600641 2.475396 4.823514  0.07
C12 4.815894 -2.254298 2.569791  -0.28
C13 4.939503 -1.944175 -2.508923  -0.33
H22 2.753701 -0.383525 -0.919313  0.06
H23 0.809917 3.057360 4.826016  0.06
C14 3.468637 -1.426525 2.764705  -0.38
H24 -4.356053 -2.365654 -1.870752  0.10
C15 3.836227 -0.978915 -3.158405  -0.32
O2 -5.537026 -0.886357 -0.990617  0.00
H25 4.069069 0.087099 -2.844852  0.08
H26 3.959634 -1.073421 -4.297245  0.09
C16 -1.759871 -0.958940 1.247451  -0.20
H27 -2.107347 -3.099875 0.492417  0.10
H28 -7.308286 2.366198 -2.947010  0.12
H29 2.179386 -2.527093 -3.090943  0.11
H30 2.479331 -2.251722 -0.771654  0.09
F4 2.357877 -2.192217 3.083510  0.11
F5 4.693844 -3.391970 3.435216  0.03
H31 -0.089615 -0.750999 -1.617070  0.11
C17 -1.979330 1.715594 1.181495  -0.20
H32 -2.106936 -1.796641 -0.778254  0.09
H33 4.806852 0.337698 -0.174429  -0.08
C18 2.001862 4.008338 3.210956  -0.25
H34 -9.239228 0.939157 -2.210141  0.08
H35 7.401989 -0.875503 -0.491097  -0.12
H36 0.653769 -0.319112 0.080273  0.08
H37 -3.635874 0.194683 1.010369  0.10
C19 2.132250 -1.283271 -1.246795  -0.23
H38 -6.752505 1.084486 -4.013740  0.12
F6 4.009646 -3.679480 0.656540  -0.05
F7 3.676957 -0.571546 3.877285  0.07
C20 -8.721754 0.766944 -3.156995  -0.07
H39 1.549435 -0.761400 -3.322412  0.10
C21 -5.019997 -2.216699 -1.017584  -0.04
C22 -2.551604 0.309411 0.664406  -0.21
O3 -6.207942 -1.169419 -3.138164  0.12
H40 0.494761 -2.651514 0.857790  0.11
H41 2.839229 2.489113 1.783250  0.11
C23 -7.297765 1.283421 -3.087710  -0.22
H42 -9.273828 1.262119 -3.958429  0.08
H43 -1.333937 3.518772 -0.048681  0.10

Atoms 1-6, force components in eV/Å:
-0.6 0.3 -0.5
0.6 1.0 -0.5
0.6 -1.8 1.8
-1.2 -0.7 0.6
-0.1 0.8 -1.0
-0.1 0.3 0.0

=====

# 2
Molecular formula: C23H44AuF3N4O5SSbSi3
Method: DFT, wB97M-V/def2-TZVPD

Its molar mass is 948.674 g/mol. Its largest force on an atom is 0.0110 hartree/bohr. Its total charge is -1.

Each line ends with the Löwdin charge.
Geometry (Å):
N1 -2.999877 -0.924553 -0.505045  -0.20
O1 -3.732397 2.813297 -0.540682  -0.32
C1 -3.831564 -0.457714 0.637510  -0.17
H1 -3.407515 -0.872609 1.553409  0.13
C2 -3.076443 -2.407461 -0.569306  -0.17
N2 -4.969378 -0.812043 -1.927624  -0.08
C3 1.094565 -4.137626 -1.229814  -0.14
H2 1.672493 5.560160 -1.698466  0.03
H3 3.338590 -0.222123 -2.384073  0.02
H4 1.472333 -4.597681 0.810680  0.11
C4 -3.589618 -0.374343 -1.759709  -0.16
H5 -3.553745 0.713134 -1.703840  0.10
H6 3.159381 3.161690 3.107016  0.01
C5 2.886763 2.155714 3.425741  -0.22
C6 -4.997690 -2.273513 -1.950933  -0.18
H7 -4.839298 -2.772792 1.329683  0.12
S1 -2.405690 3.127925 -0.049172  0.40
H8 2.231478 -5.906901 -3.889573  0.09
H9 -6.775809 -0.661944 -0.882243  0.12
F1 -1.439794 5.312208 1.091485  0.10
C7 -2.551529 4.898701 0.451447  -0.65
Si1 1.144241 1.681857 2.898078  0.32
C8 2.620166 -6.389583 -1.834769  -0.11
O2 0.108716 -2.635340 0.314339  -0.10
O3 -2.063025 2.501327 1.211423  -0.39
C9 -0.030531 2.958117 3.589554  -0.22
N3 -5.214714 -0.894878 0.490534  -0.08
C10 2.717983 2.760138 -2.390937  -0.23
H10 -2.467640 -2.737369 -1.410072  0.11
H11 2.840645 -6.617705 0.287938  0.09
C11 1.649748 -4.904387 -0.211890  -0.04
H12 3.629211 -2.403390 0.967167  0.03
H13 0.079000 -0.585215 2.994925  0.02
H14 -0.058063 2.832335 4.676503  0.03
H15 1.902250 -1.134334 -1.917462  0.01
H16 0.885897 5.470643 -0.111502  0.03
H17 -2.648291 -2.808773 0.349647  0.12
N4 -4.455106 -2.859599 -0.723550  -0.09
F2 -2.727487 5.706800 -0.607267  0.11
C12 2.992345 -1.594935 1.340105  -0.22
H18 3.370619 -1.286712 2.317637  0.02
H19 3.031677 3.612853 -2.999689  0.03
H20 -3.784318 0.628768 0.677833  0.10
H21 3.502655 -1.840521 -1.683190  0.04
C13 1.311218 -4.503952 -2.553160  -0.03
H22 -5.688349 0.741745 -0.724331  0.12
C14 2.068977 -5.626328 -2.855696  -0.10
O4 -1.370998 3.134620 -1.053793  -0.39
H23 4.147350 3.101360 0.713394  -0.01
H24 1.981799 -1.988722 1.451270  0.00
H25 -2.979750 -0.725355 -2.593594  0.13
H26 0.123680 4.706412 -1.502418  0.01
Sb1 0.986325 1.348852 0.374194  0.93
H27 3.567929 2.085492 -2.282513  0.00
Au1 -0.939205 -0.209461 -0.330120  0.58
H28 1.937198 2.224938 -2.934406  0.04
C15 2.410826 -6.025428 -0.510991  -0.10
H29 3.213376 -7.265108 -2.070504  0.09
H30 4.963887 1.016436 1.222514  0.01
O5 -0.163806 -2.232577 -1.868467  -0.11
H31 4.978442 1.317693 -0.516755  0.01
C16 -5.735694 -0.347095 -0.766435  -0.16
C17 0.750206 -0.005944 3.632272  -0.22
C18 3.548136 3.922134 0.326435  -0.22
Si2 2.089201 3.381727 -0.732149  0.33
C19 -5.239929 -2.353942 0.403903  -0.18
C20 0.270907 -2.901144 -0.897481  -0.69
Si3 3.052215 -0.195416 0.094645  0.32
H32 -4.408555 -2.626563 -2.799778  0.13
C21 1.079848 4.922011 -1.034075  -0.22
H33 3.202546 4.519045 1.172791  0.02
H34 0.879119 -3.886015 -3.329173  0.11
H35 0.270380 0.116422 4.606970  0.03
H36 1.657117 -0.596333 3.768010  0.01
C22 2.932221 -0.907468 -1.637619  -0.21
H37 5.486061 -0.252614 0.113367  0.03
H38 3.637412 1.463049 3.042347  0.01
F3 -3.586514 5.085819 1.284124  0.11
H39 4.194491 4.558202 -0.286796  0.03
H40 -6.031398 -2.606232 -2.074607  0.12
H41 -1.034680 2.844704 3.185576  0.00
H42 0.301160 3.974646 3.367185  0.03
H43 2.928655 2.124623 4.519158  0.03
H44 -6.275759 -2.682849 0.287789  0.12
C23 4.772721 0.566990 0.247075  -0.23

Atoms 1-6, force components in eV/Å:
-0.1 0.0 -0.1
0.0 0.0 0.0
0.0 0.0 0.0
0.0 0.0 0.0
0.0 0.0 0.0
0.0 0.0 0.0

=====

Q: Which energy relative to the best compared isomer or geometry (same formula, charge and spin) values were calculated for the entries above? A: 352.6, 51.6, in kJ/mol.
Q: Which energy values were calculated for the entries above? A: -2016.9550, -3440.4862, in Eh.